# 1
DFT (ωB97M-V/def2-TZVPD) results for a cluster of 2 separate species, HN2P in total.

Structure (XYZ):
```
4
Properties=species:S:1:pos:R:3
N 0.526 0.609 1.065
N 1.175 -0.323 0.606
P 0.263 0.447 -0.635
H -1.964 -0.733 -1.036
```

The calculation puts the largest force on an atom at 3.70 eV Å⁻¹. The frontier orbital gap (alpha / beta) is 0.2871 / 0.2759 hartree. The calculation puts the energy at -12279.69669 eV. For the energy above the lowest of the compared OMol25 structures with the same formula, charge and spin, the calculation gives 82.3 kcal per mole.

These are the Mulliken partial charges, in e, on atoms 1 to 2:
1 N -0.057
2 N -0.064



# 2
DFT (ωB97M-V/def2-TZVPD) results for a cluster of 2 separate species, C10H16O in total.

Structure (XYZ):
```
27
Properties=species:S:1:pos:R:3
C -0.604 2.236 1.473
C -0.194 1.755 0.097
C -1.272 1.362 -0.711
C -1.017 0.595 -1.820
C 0.275 0.130 -2.061
O 0.644 -0.662 -3.093
C 1.363 0.674 -1.352
C 1.143 1.522 -0.278
H -0.022 1.962 2.346
H -1.680 2.144 1.552
H -0.460 3.337 1.462
H -2.280 1.702 -0.520
H -1.792 0.362 -2.544
H -0.005 -0.962 -3.723
H 2.311 0.231 -1.623
H 1.761 2.277 0.197
C 0.720 -2.265 1.104
C -0.383 -1.634 1.943
C -0.527 -2.421 3.259
H 0.650 -3.336 0.913
H 1.652 -2.237 1.686
H 0.852 -1.650 0.213
H -0.004 -0.613 2.002
H -1.391 -1.742 1.540
H -1.052 -3.343 3.004
H 0.422 -2.763 3.698
H -0.957 -1.931 4.136
```

The calculation puts the largest force on an atom at 3.02 eV Å⁻¹. The frontier orbital gap is 0.3274 hartree. The calculation puts the energy at -12675.70470 eV. For the energy above the lowest of the compared OMol25 structures with the same formula, charge and spin, the calculation gives 46.6 kcal per mole. Its SMILES is Cc1ccc(O)cc1.CCC.

These are the Mulliken partial charges, in e, on atoms 1 to 2:
1 C -1.665
2 C 0.953



# 3
DFT (ωB97M-V/def2-TZVPD) results for a structure of composition C14H14N2O2S2Tc.

Structure (XYZ):
```
35
Properties=species:S:1:pos:R:3
C -0.581 0.650 -3.104
C 0.703 0.108 -3.462
C 1.705 0.780 -2.705
C 1.016 1.709 -1.806
C -0.389 1.657 -2.115
Tc 0.388 -0.196 -1.334
N -1.918 -3.109 -2.468
C -2.014 -4.274 -2.945
C -0.294 -2.429 -2.201
H 2.753 0.522 -2.681
H 0.870 -0.654 -4.202
H 1.454 2.320 -1.031
H -1.142 2.314 -1.696
H -1.530 0.349 -3.523
H 0.060 -2.591 -3.231
H -1.696 -4.358 -3.959
H -2.836 -2.787 -1.996
H 0.180 -3.294 -1.673
H -1.578 -4.931 -2.227
O 0.344 4.021 1.579
S 1.243 3.019 2.112
O 2.429 3.449 2.768
N 1.577 1.895 0.916
C 1.228 0.642 1.116
S 2.130 -0.360 0.002
C 0.479 0.511 2.414
C -0.164 -0.556 3.054
C -0.790 -0.365 4.297
C -0.828 0.903 4.893
C -0.223 1.984 4.251
C 0.409 1.763 3.032
H -0.176 -1.538 2.584
H -1.258 -1.198 4.826
H -1.322 1.056 5.850
H -0.229 2.990 4.664
```

The calculation puts the largest force on an atom at 10.05 eV Å⁻¹. The expectation value of S² is 3.783. The frontier orbital gap (alpha / beta) is 0.2023 / 0.2042 hartree. The spin multiplicity is 4. The calculation puts the energy at -45680.01178 eV. For the energy above the lowest of the compared OMol25 structures with the same formula, charge and spin, the calculation gives 57.6 kcal per mole.

These are the Mulliken partial charges, in e, on atoms 1 to 2:
1 C -0.743
2 C -0.137